Entry 1:
Density functional theory data (ωB97M-V/def2-TZVPD) for the molecule C6H8N2O.

Positions of all 17 atoms, in Å:
C (0.00443, -2.42803, 2.18743)
C (0.27243, -1.39364, 1.12457)
C (-0.29886, -0.23261, 0.85186)
C (1.17559, 1.03664, -1.96045)
C (0.08976, 1.82054, -2.13921)
C (-0.63766, 1.67133, -0.90498)
H (0.43430, -1.94332, 3.25536)
H (0.33918, -3.45133, 1.80788)
H (-1.21006, -2.53309, 2.33748)
H (1.37793, -1.69445, 0.84856)
H (-1.36228, -0.05636, 1.06209)
H (1.93403, 0.72338, -2.55723)
H (0.33302, 2.70981, -2.89338)
H (-2.09290, 2.71482, -1.43765)
N (0.18601, 0.75465, -0.03434)
N (-1.75671, 2.12448, -0.63625)
O (1.21178, 0.17719, -0.91175)

Structure (SMILES) ... [H]/N=c1\ccon1/C=C/C
Multiplicity ... 1
LUMO ... 0.84 eV



Entry 2:
Density functional theory data (ωB97M-V/def2-TZVPD) for the ion C3H5N3 with charge +2.

Positions of all 11 atoms, in Å:
C (0.41485, 0.99510, -0.48128)
C (-1.44004, -0.27900, 0.46758)
C (1.43751, -1.13977, -0.24356)
N (-2.09648, -1.06092, 1.00393)
N (1.45257, 0.14470, -0.40332)
N (-0.85683, 0.74356, -0.07771)
H (0.60809, 1.99952, -0.84512)
H (2.29628, -1.73910, 0.04397)
H (-2.66216, -1.78683, 1.43643)
H (2.36734, 0.61312, -0.60275)
H (-1.52112, 1.50964, -0.29817)

Multiplicity ... 1
LUMO (alpha / beta) ... -11.61 / -11.88 eV
Total charge ... +2



Entry 3:
Density functional theory data (ωB97M-V/def2-TZVPD) for the ion C22H34FN6 with charge +1.

Positions of all 63 atoms, in Å:
C (3.08618, -2.66196, -2.09691)
H (3.55881, -3.53736, -1.65823)
H (3.43722, -2.57053, -3.12044)
H (2.01055, -2.82384, -2.12762)
C (3.45017, -1.40622, -1.31377)
H (4.53090, -1.26784, -1.36326)
C (3.06663, -1.49880, 0.16648)
H (3.55999, -0.71719, 0.74713)
H (3.45386, -2.44815, 0.54489)
C (1.55418, -1.46401, 0.45242)
C (1.29949, -2.16803, 1.74144)
N (1.22335, -1.51321, 2.88406)
N (1.03981, -2.42775, 3.82627)
N (0.99853, -3.58442, 3.33136)
N (1.16111, -3.48539, 2.00858)
C (1.09049, -4.61893, 1.12584)
C (0.01688, -4.42491, 0.08284)
C (0.24648, -4.78346, -1.23993)
C (-0.73125, -4.59355, -2.20010)
C (-1.93990, -4.03492, -1.82036)
C (-2.19987, -3.68474, -0.50555)
C (-1.21615, -3.89012, 0.44371)
H (-1.42013, -3.64857, 1.47713)
H (-3.16128, -3.27652, -0.23901)
F (-2.88003, -3.81751, -2.74784)
H (-0.56918, -4.87424, -3.22809)
H (1.18864, -5.22822, -1.52147)
H (0.86710, -5.48124, 1.76147)
H (2.06350, -4.77886, 0.65176)
H (1.00578, -1.92885, -0.37324)
N (1.00129, -0.08802, 0.68469)
C (-0.48206, -0.09050, 0.62268)
H (-0.77909, -0.25737, -0.41439)
C (-1.03049, 1.25044, 1.10698)
N (-0.52713, 2.29291, 0.24206)
C (0.91424, 2.33137, 0.34252)
H (1.29804, 3.14032, -0.27858)
C (1.49894, 1.01458, -0.16362)
H (1.16527, 0.83962, -1.18758)
H (2.58610, 1.05630, -0.12619)
H (1.25627, 2.50782, 1.38081)
C (-1.13170, 3.63456, 0.32638)
C (-1.09297, 4.25716, -1.07413)
C (-1.63714, 5.68218, -1.05543)
C (-3.06746, 5.69717, -0.53039)
C (-3.11953, 5.06493, 0.85486)
C (-2.57506, 3.63651, 0.82721)
H (-3.19425, 3.03157, 0.16187)
H (-2.63234, 3.22479, 1.83649)
H (-4.14694, 5.04886, 1.22067)
H (-2.52738, 5.66362, 1.55022)
H (-3.43704, 6.72178, -0.48400)
H (-3.71219, 5.13841, -1.21166)
H (-1.60213, 6.09892, -2.06264)
H (-1.00721, 6.30286, -0.41448)
H (-0.07299, 4.26307, -1.46167)
H (-1.69786, 3.64006, -1.74034)
H (-0.53892, 4.25628, 1.01734)
H (-2.11582, 1.20905, 1.03922)
H (-0.75060, 1.39264, 2.16754)
H (-0.86817, -0.89606, 1.24778)
H (1.24615, 0.11472, 1.67428)
H (2.98830, -0.54122, -1.78801)

Structure (SMILES) ... CCC[C@@H](c1nnnn1Cc1ccc(F)cc1)[NH+]1CCN(C2CCCCC2)CC1
Multiplicity ... 1
LUMO ... -2.06 eV
Total charge ... +1



Entry 4:
Density functional theory data (ωB97M-V/def2-TZVPD) for the ion C5H7ClNO with charge +1.

Positions of all 15 atoms, in Å:
C (1.29562, -0.43866, -2.03438)
C (0.23183, -0.10299, -1.09324)
C (2.15369, -1.38118, -1.98341)
C (-0.69521, 0.96919, -1.50484)
C (0.73678, -1.09682, 2.38843)
N (0.94273, -1.06647, 0.91752)
O (0.28028, -0.27465, 0.22059)
Cl (3.32088, -2.38073, -1.60352)
H (1.36783, 0.11261, -2.96309)
H (0.02647, 1.76752, -1.82005)
H (-1.15541, 0.70954, -2.52077)
H (-1.41473, 1.31837, -0.75400)
H (1.60600, -0.90318, 2.83830)
H (0.00715, -0.26401, 2.68143)
H (0.38893, -2.14465, 2.61722)

Multiplicity ... 1
LUMO (alpha / beta) ... -6.23 / -6.62 eV
Total charge ... +1



Entry 5:
Density functional theory data (ωB97M-V/def2-TZVPD) for a structure of composition C53H63GeN6Na.

Positions of all 124 atoms, in Å:
Na (-0.77835, -0.66354, 0.06642)
C (1.33245, 0.86303, -5.93041)
C (-0.12248, 0.74465, -5.47615)
C (-0.27751, 0.97028, -4.00547)
C (-0.63979, 2.12069, -3.37666)
C (-1.07983, 3.41467, -3.98189)
C (-2.60073, 3.54029, -4.06678)
C (-0.55927, 1.84021, -1.95185)
C (-0.86917, 2.74705, -0.91811)
C (-0.79116, 2.52883, 0.44258)
C (-1.41561, 3.33902, 1.45366)
C (-2.16518, 4.60261, 1.16412)
C (-3.59198, 4.36305, 0.67146)
C (-1.29877, 2.68707, 2.64676)
C (-0.58381, 1.45939, 2.41810)
C (-0.37265, 0.46843, 3.35505)
C (0.08588, -0.84587, 3.13175)
N (0.28515, -1.35174, 1.90951)
C (0.70445, -2.63775, 2.07243)
C (1.00315, -3.52921, 1.04685)
C (0.91831, -3.33496, -0.34318)
N (0.47339, -2.20248, -0.91991)
C (0.63240, -2.34434, -2.25035)
C (0.37842, -1.32268, -3.18361)
C (0.01371, 0.00192, -2.95197)
N (-0.16268, 0.58094, -1.73070)
C (1.16308, -3.66548, -2.55882)
C (1.35380, -4.28301, -1.36045)
C (1.87115, -5.66333, -1.10272)
C (0.74809, -6.66975, -0.84811)
C (1.51645, -4.16689, -3.92372)
C (2.87332, -3.65441, -4.40758)
C (0.78162, -2.95100, 3.49711)
C (0.37115, -1.83585, 4.15899)
C (0.27980, -1.60859, 5.63368)
C (1.47442, -0.83666, 6.19010)
C (1.16065, -4.27528, 4.08124)
C (-0.00462, -5.26483, 4.09006)
N (-0.22677, 1.41062, 1.06610)
C (-1.91759, 3.06137, 3.95676)
C (-3.22524, 2.31556, 4.22741)
H (1.43300, 0.69623, -7.00324)
H (1.96294, 0.13797, -5.41286)
H (1.72320, 1.85558, -5.70050)
H (-0.51359, -0.23923, -5.75342)
H (-0.73521, 1.46868, -6.01892)
H (-0.64531, 3.51998, -4.97924)
H (-0.67662, 4.24771, -3.39866)
H (-3.02036, 2.74132, -4.68138)
H (-2.90021, 4.49554, -4.49858)
H (-3.05433, 3.45637, -3.07704)
H (-1.26422, 3.71135, -1.21343)
H (-1.61630, 5.18061, 0.41552)
H (-2.18061, 5.22266, 2.06334)
H (-3.59195, 3.77088, -0.24597)
H (-4.10172, 5.30433, 0.46530)
H (-4.17696, 3.81648, 1.41304)
H (-0.62437, 0.73030, 4.37561)
H (1.36033, -4.50160, 1.36855)
H (0.50732, -1.59349, -4.22662)
H (2.55113, -5.64949, -0.24614)
H (2.47727, -5.99188, -1.95057)
H (0.13861, -6.36230, 0.00305)
H (1.13921, -7.66699, -0.64342)
H (0.08730, -6.73236, -1.71392)
H (0.74133, -3.87272, -4.63826)
H (1.51436, -5.25961, -3.92315)
H (2.88896, -2.56379, -4.43727)
H (3.10926, -4.02555, -5.40556)
H (3.66716, -3.97046, -3.72933)
H (0.18903, -2.56979, 6.14562)
H (-0.64310, -1.06572, 5.86326)
H (2.40440, -1.37503, 6.00118)
H (1.38115, -0.68257, 7.26587)
H (1.57159, 0.13813, 5.70893)
H (1.52740, -4.12810, 5.09993)
H (2.00076, -4.69912, 3.52401)
H (-0.83008, -4.87955, 4.69034)
H (0.29242, -6.23078, 4.49988)
H (-0.38518, -5.42486, 3.08023)
H (-2.09670, 4.13880, 3.97578)
H (-1.20952, 2.86276, 4.76654)
H (-3.96244, 2.53021, 3.45186)
H (-3.64966, 2.59974, 5.19007)
H (-3.06278, 1.23713, 4.23187)
C (-4.12766, -0.60651, -4.14952)
C (-3.97536, -0.50658, -2.67148)
C (-4.70796, 0.15417, -1.71137)
C (-4.00755, -0.05233, -0.50532)
N (-2.93367, -0.80061, -0.70564)
N (-2.94509, -1.07959, -2.02594)
C (-4.28134, 0.49995, 0.85686)
H (-5.07820, -0.17435, -4.45674)
H (-4.10176, -1.64147, -4.49243)
H (-3.33025, -0.06297, -4.66061)
H (-5.60977, 0.72089, -1.86554)
H (-2.14668, -1.54724, -2.42827)
H (-5.34963, 0.64822, 1.01326)
H (-3.78361, 1.46236, 0.99615)
H (-3.91417, -0.17663, 1.62751)
Ge (1.60232, 0.93139, 0.58564)
C (2.25080, 2.35964, -0.54792)
C (2.67998, 2.01521, -1.82833)
C (3.18411, 2.97774, -2.69387)
C (3.26131, 4.30089, -2.28510)
C (2.83931, 4.65724, -1.01117)
C (2.34027, 3.69167, -0.14846)
C (2.60076, 0.93842, 2.24593)
C (3.33259, -0.20509, 2.55846)
C (4.16191, -0.23830, 3.67300)
C (4.26055, 0.87446, 4.49407)
C (3.52305, 2.01472, 4.20485)
C (2.70007, 2.04562, 3.08782)
H (1.83910, -0.40038, -0.11401)
H (2.59550, 0.98916, -2.16912)
H (3.50680, 2.69178, -3.68712)
H (3.65378, 5.05427, -2.95623)
H (2.89786, 5.68913, -0.68837)
H (2.00403, 3.99120, 0.83848)
H (3.24889, -1.08816, 1.93404)
H (4.72255, -1.13637, 3.89973)
H (4.90499, 0.85208, 5.36363)
H (3.59034, 2.88292, 4.84864)
H (2.12727, 2.94361, 2.88048)

Multiplicity ... 1
LUMO ... -0.66 eV



Entry 6:
Density functional theory data (ωB97M-V/def2-TZVPD) for a cluster of 2 separate species, C4H3BrClF3 in total.

Positions of all 12 atoms, in Å:
C (-2.27501, 0.13763, -0.38942)
C (-2.03228, 0.75095, 0.77203)
C (2.11048, -0.96895, 0.21498)
C (1.94071, -0.01890, -0.72617)
F (2.55322, -0.74011, 1.41847)
F (1.85565, -2.30132, 0.13802)
F (1.52395, -0.34351, -1.98146)
Cl (-0.83318, 0.33971, 1.88963)
Br (2.59692, 1.65964, -0.48384)
H (-2.03774, -0.84316, -0.77626)
H (-2.90970, 0.56540, -1.10897)
H (-2.49303, 1.76262, 1.03301)

Structure (SMILES) ... FC(F)=C(F)Br.C=CCl
Multiplicity ... 1
LUMO ... 0.61 eV



Entry 7:
Density functional theory data (ωB97M-V/def2-TZVPD) for a structure of composition C3H8BrClOSi.

Positions of all 15 atoms, in Å:
C (-0.94625, 0.51250, 2.01600)
C (2.08104, -1.15432, -2.05850)
C (-1.13204, 0.52746, 0.48686)
O (-0.61920, -0.54500, -0.22902)
Si (1.59862, -0.63038, -0.24425)
Cl (1.99705, -1.85802, 1.28411)
Br (2.25882, 1.41207, 0.08949)
H (-1.25096, -0.41182, 2.39987)
H (0.05217, 0.67970, 2.17548)
H (-1.63723, 1.18278, 2.36146)
H (1.61902, -0.38123, -2.66211)
H (3.08742, -1.07307, -2.01530)
H (1.58678, -2.16060, -2.05289)
H (-0.77624, 1.52352, 0.06143)
H (-2.15615, 0.62936, 0.33191)

Multiplicity ... 1
LUMO ... 0.32 eV



Number 1: E_tot -417.99278 hartree. Number 2: E_tot -280.68621 hartree. Number 3: E_tot -1286.87037 hartree. Number 4: E_tot -784.35637 hartree. Number 5: E_tot -4625.27021 hartree. Number 6: E_tot -3487.92626 hartree. Number 7: E_tot -3518.09099 hartree.